[1]
Computed, not measured: a molecular structure, C32H32N2O2, with ωB97M-V/def2-TZVPD.

Properties
ΔE to the lowest compared entry with this formula, charge and spin: 70.3 kcal per mole
Calculated total energy: -40774.5835 eV
Frontier orbital gap: 4.92 eV
LUMO energy: -1.1 eV
Highest occupied orbital energy: -6.06 eV

Last column: natural (NBO) charge in e.
Cartesian coordinates (Å):
C  5.8762  -1.6966  1.8450  -0.21
C  6.0997  -0.8324  0.7578  -0.20
C  5.1966  0.2065  0.4985  -0.22
C  4.0570  0.3704  1.3029  0.03
C  3.1118  1.5142  1.0113  -0.25
N  1.7216  1.2287  1.4299  -0.34
C  1.1049  2.1657  2.3991  -0.24
C  -0.1212  2.8681  1.8799  -0.06
C  -1.2184  3.0317  2.7344  -0.15
C  -2.4197  3.5418  2.2360  -0.22
C  -2.4947  3.9573  0.8988  -0.21
C  -1.3672  3.8793  0.0703  -0.19
C  -0.1697  3.3628  0.5741  -0.21
C  1.0213  0.2862  0.7944  0.24
C  -0.3361  -0.0290  1.0694  -0.40
C  -1.2943  -0.4978  0.2046  0.01
C  -2.6591  -0.6391  0.5907  -0.06
C  -3.6633  -0.6926  -0.3954  -0.17
C  -4.9913  -0.8924  -0.0546  -0.20
C  -5.3803  -0.9261  1.2971  -0.18
C  -4.3976  -0.7871  2.2866  -0.23
C  -3.0545  -0.6741  1.9517  -0.17
C  3.8613  -0.4633  2.4100  -0.23
C  4.7625  -1.5037  2.6782  -0.20
H  6.5849  -2.5052  2.0495  0.22
H  6.9721  -0.9714  0.1049  0.22
H  5.3483  0.8934  -0.3436  0.21
H  3.4205  2.4250  1.5381  0.22
H  3.1121  1.7175  -0.0734  0.22
H  0.8628  1.6214  3.3249  0.22
H  1.8828  2.8999  2.6344  0.22
H  -1.1215  2.7180  3.7797  0.20
H  -3.2865  3.6209  2.9009  0.22
H  -3.4363  4.3486  0.5076  0.22
H  -1.4145  4.2175  -0.9664  0.22
H  0.7233  3.3224  -0.0524  0.21
H  1.5746  -0.3542  0.0793  0.26
H  -0.6879  0.2006  2.0736  0.19
H  -1.0979  -0.7554  -0.8930  0.28
H  -3.3733  -0.5732  -1.4428  0.24
H  -5.7415  -1.0092  -0.8412  0.22
H  -6.4322  -1.0510  1.5744  0.22
H  -4.6863  -0.7925  3.3393  0.21
H  -2.3126  -0.6056  2.7388  0.20
H  2.9889  -0.3086  3.0489  0.21
H  4.5848  -2.1661  3.5296  0.22
C  2.4931  1.5379  -3.7422  -0.63
C  2.1287  0.3730  -2.8674  -0.07
O  0.7415  0.0370  -3.1543  -0.53
C  0.3326  -1.0423  -2.4427  0.78
C  -1.1525  -1.1141  -2.2606  -0.66
C  -1.7818  -2.4233  -2.3845  0.05
C  -1.2183  -3.5066  -1.6819  -0.31
C  -1.9817  -4.6721  -1.5143  0.04
N  -3.1695  -4.8485  -2.0847  -0.48
C  -3.6265  -3.9088  -2.9120  0.03
C  -2.9625  -2.6904  -3.1232  -0.32
O  1.1396  -1.7644  -1.8520  -0.71
H  3.4594  1.9533  -3.4540  0.20
H  2.5915  1.2428  -4.7873  0.22
H  1.7699  2.3534  -3.6959  0.21
H  2.7818  -0.4866  -3.0776  0.20
H  2.2241  0.6692  -1.8084  0.15
H  -1.6475  -0.4035  -2.9220  0.20
H  -0.2319  -3.4409  -1.2309  0.24
H  -1.6282  -5.4739  -0.8620  0.18
H  -4.5887  -4.0910  -3.3921  0.18
H  -3.3835  -1.9718  -3.8314  0.21

Cartesian forces, eV/Å:
-0.137 0.359 -0.060
-0.211 0.023 0.211
-0.219 -0.272 0.143
0.615 -0.114 0.239
-0.146 -0.325 -0.261
-0.636 -0.257 -0.555
0.281 -0.185 0.123
-0.398 0.383 0.017
-0.025 -0.219 -0.413
0.237 0.229 -0.064
0.102 -0.152 0.128
0.056 0.027 0.349
-0.367 -0.096 0.124
0.152 -0.378 0.182
-0.410 0.238 0.761
1.736 0.227 2.005
-1.263 0.290 1.032
0.380 -0.107 -0.180
-0.547 0.104 0.511
0.471 0.040 -0.457
-0.098 -0.159 0.141
-0.464 -0.007 -0.628
0.256 -0.211 -0.250
0.099 0.213 -0.359
-0.330 0.293 -0.090
-0.442 0.052 0.373
0.013 -0.373 0.287
-0.017 -0.236 -0.210
0.047 0.053 0.395
0.073 0.145 -0.245
-0.147 -0.192 0.090
-0.200 0.014 -0.391
0.323 0.007 -0.350
0.315 -0.150 0.098
-0.024 -0.067 0.343
-0.289 -0.120 0.035
-0.310 0.671 -0.024
0.266 0.592 -0.001
-0.055 0.233 0.300
-0.184 -0.193 0.471
0.260 0.113 0.274
0.444 0.035 -0.132
0.056 -0.029 -0.286
-0.102 -0.082 -0.033
0.264 -0.142 -0.152
0.110 0.239 -0.312
0.239 0.407 -0.459
-0.335 0.083 -0.397
1.168 0.349 0.410
-2.243 -0.917 1.166
1.765 -0.651 -4.911
0.734 -0.270 0.200
-0.777 -0.973 0.428
0.411 0.916 -0.377
-0.508 -0.611 -0.012
0.737 0.958 0.141
-0.279 -0.489 0.499
-0.020 0.508 -0.261
0.093 -0.057 0.118
-0.135 -0.064 -0.003
-0.107 -0.111 0.112
-0.297 0.241 0.291
-0.079 -0.343 -0.276
0.058 0.330 0.018
-0.306 0.190 0.010
-0.032 0.119 -0.236
0.223 -0.092 -0.002
0.160 -0.033 0.362



[2]
Computed, not measured: a molecular structure, C42H46As3Br2F4O3PPt, with ωB97M-V/def2-TZVPD.

Properties
Total charge: +2
ΔE to the lowest compared entry with this formula, charge and spin: 0.0 kcal per mole
Spin multiplicity: 5
Calculated total energy: -396432.1564 eV
Frontier orbital gap (spin up / spin down): 7.94 / 4.44 eV
LUMO energy (spin up / spin down): -4.5 / -8.1 eV
Highest occupied orbital energy (spin up / spin down): -12.42 / -12.57 eV

Last column: Löwdin spin population.
Cartesian coordinates (Å):
Pt  -0.2294  0.0992  0.3931  1.44
C  -3.9099  -0.4291  -0.7066  0.03
As  -2.0441  -0.4291  -1.2530  0.13
C  -2.1389  0.8697  -2.6852  0.03
C  -1.8514  -2.0486  -2.3285  0.03
C  -1.8047  -3.4745  -1.7403  0.00
C  -2.0843  -4.4122  -2.9356  0.01
C  -0.3932  -3.8299  -1.2480  0.05
As  0.6552  -2.6276  -0.0689  0.20
C  1.0482  -3.7267  1.4951  0.03
C  2.3732  -2.8728  -0.9412  0.04
C  -2.9311  -3.7737  -0.7344  0.10
As  -2.7155  -3.5346  1.2101  0.37
C  -4.5534  -3.4721  1.8156  0.03
C  -2.1979  -5.2793  1.8761  0.06
H  -4.0862  -1.0104  0.1927  0.00
H  -4.5169  -0.8240  -1.5217  0.00
H  -4.2038  0.6013  -0.5127  0.00
H  -3.0261  0.6869  -3.2908  0.00
H  -1.2478  0.7839  -3.3047  0.00
H  -2.1905  1.8689  -2.2550  0.00
H  -0.9370  -1.8806  -2.9045  0.00
H  -2.6803  -1.9835  -3.0397  0.01
H  -1.4068  -4.1923  -3.7616  0.00
H  -3.1081  -4.2917  -3.2953  0.00
H  -1.9446  -5.4564  -2.6504  0.00
H  0.2462  -3.8812  -2.1325  0.00
H  -0.3731  -4.8316  -0.8081  0.00
H  1.2846  -4.7428  1.1751  0.01
H  0.2535  -3.7364  2.2331  0.00
H  1.9382  -3.2950  1.9511  0.00
H  2.5511  -3.9452  -1.0253  0.01
H  3.1595  -2.4205  -0.3401  0.00
H  2.3655  -2.4146  -1.9267  0.00
H  -3.1777  -4.8397  -0.7825  0.01
H  -3.8390  -3.2326  -1.0056  0.00
H  -5.0281  -2.5201  1.5912  0.00
H  -4.5760  -3.6455  2.8889  0.00
H  -5.0973  -4.2727  1.3130  0.01
H  -1.2499  -5.5998  1.4567  0.00
H  -2.9890  -5.9728  1.5866  0.01
H  -2.1235  -5.2432  2.9622  0.00
F  -4.7263  5.6272  -0.9913  0.00
C  -3.6107  4.9826  -0.7204  0.00
C  -2.4106  5.3976  -1.2648  0.00
F  -2.3749  6.4517  -2.0558  0.00
C  -1.2397  4.7054  -0.9757  0.01
F  -0.1229  5.1980  -1.4995  0.00
C  -1.2330  3.5714  -0.1721  0.01
P  0.2684  2.5865  0.2068  0.14
C  1.4821  2.9970  -1.0586  0.01
C  2.7748  3.3671  -0.7003  0.01
C  3.7160  3.6379  -1.6857  0.00
C  3.3735  3.5268  -3.0220  0.01
C  2.0867  3.1381  -3.3837  0.00
C  1.1479  2.8677  -2.4074  0.01
C  0.8407  3.3070  1.7603  0.02
C  1.1528  4.6676  1.8213  0.01
C  1.5387  5.2324  3.0245  0.00
C  1.6095  4.4494  4.1710  0.00
C  1.2942  3.1003  4.1152  0.00
C  0.9077  2.5294  2.9114  0.00
C  -2.4547  3.2141  0.4045  0.01
Br  -2.5295  1.8629  1.7255  0.10
C  -3.6258  3.8896  0.1363  0.00
F  -4.7751  3.5230  0.6912  0.00
H  3.0578  3.4456  0.3412  0.00
H  4.7187  3.9282  -1.4009  0.00
H  4.1072  3.7409  -3.7880  0.00
H  1.8193  3.0548  -4.4290  0.00
H  0.1452  2.5753  -2.6967  0.00
H  1.1032  5.2844  0.9315  0.00
H  1.7858  6.2848  3.0684  0.00
H  1.9131  4.8949  5.1093  0.00
H  1.3486  2.4924  5.0090  0.00
H  0.6679  1.4750  2.8665  0.00
Br  -1.3973  -2.8765  6.4190  0.00
C  -1.1266  -2.1049  4.7335  0.00
C  -2.1768  -1.9245  3.8667  0.07
C  -1.9335  -1.3646  2.5937  0.14
C  -0.6415  -0.9332  2.1999  0.32
C  0.3876  -1.1086  3.1271  0.04
C  0.1612  -1.6820  4.3660  0.11
H  -3.1830  -2.1743  4.1790  0.00
H  -2.7893  -1.0512  2.0039  0.01
H  1.3907  -0.7854  2.8686  0.00
H  0.9737  -1.8110  5.0704  0.01
O  4.8370  0.7317  0.7764  0.00
C  4.8124  0.5641  -0.5558  0.00
C  6.0204  0.6964  -1.2447  0.00
C  6.0517  0.5506  -2.6138  0.00
C  4.8869  0.2770  -3.3395  0.00
C  3.6946  0.1537  -2.6667  0.00
C  3.6366  0.2875  -1.2715  0.01
C  2.3473  0.1893  -0.5861  0.01
O  2.2574  0.2525  0.6789  0.09
O  1.2748  0.0328  -1.2719  0.20
H  3.9290  0.6078  1.1102  0.00
H  6.9163  0.9103  -0.6774  0.00
H  6.9960  0.6511  -3.1335  0.00
H  4.9269  0.1698  -4.4146  0.00
H  2.7720  -0.0325  -3.2016  0.00

Cartesian forces, eV/Å:
-0.143 0.131 -0.082
0.004 0.028 -0.081
0.005 0.132 0.056
0.021 -0.054 -0.045
-0.052 -0.036 0.042
0.069 -0.004 -0.080
-0.008 -0.014 -0.023
0.025 -0.032 0.032
-0.079 -0.026 0.084
0.023 -0.065 -0.115
-0.015 0.044 -0.026
0.041 0.077 -0.044
-0.005 -0.210 -0.157
0.034 0.086 0.018
0.088 0.063 0.062
0.011 -0.026 0.065
-0.007 0.005 -0.006
-0.011 -0.012 0.017
0.003 -0.007 -0.017
0.018 0.018 0.015
-0.012 0.008 0.001
0.001 -0.006 -0.020
-0.018 -0.006 0.007
-0.007 -0.004 0.002
0.011 0.002 -0.002
0.009 0.005 0.000
-0.011 -0.039 -0.005
-0.053 0.020 0.026
-0.028 0.014 -0.019
-0.100 0.008 0.040
-0.010 -0.001 0.051
0.020 -0.001 -0.007
0.002 0.002 -0.001
0.003 0.010 -0.012
0.014 -0.010 0.032
-0.010 0.021 0.032
0.009 0.028 -0.008
-0.014 -0.017 0.016
0.012 -0.001 -0.010
0.053 0.004 -0.031
0.010 -0.003 0.009
0.002 0.014 -0.011
-0.021 0.018 -0.006
-0.013 -0.005 0.001
-0.008 -0.033 0.006
0.005 0.038 -0.019
-0.028 -0.043 -0.050
-0.022 0.083 0.013
0.072 0.084 -0.026
-0.029 -0.110 -0.024
0.064 0.003 0.052
-0.012 0.021 0.011
0.018 -0.005 -0.011
0.009 0.026 0.002
-0.047 0.014 0.028
0.043 -0.009 -0.062
-0.084 -0.033 0.087
-0.051 0.005 -0.021
0.006 0.010 -0.005
0.005 -0.007 0.001
0.007 0.007 0.010
0.086 -0.020 -0.037
0.006 -0.086 0.117
0.026 -0.069 -0.014
0.008 0.007 -0.015
0.009 0.002 0.000
-0.006 0.001 0.012
-0.014 0.002 -0.002
-0.003 -0.007 0.006
-0.001 -0.003 0.004
0.001 -0.013 0.014
-0.002 -0.006 -0.014
-0.003 -0.011 0.002
-0.009 -0.002 -0.011
0.002 0.007 -0.013
-0.023 0.024 -0.007
-0.051 -0.052 0.092
0.327 0.112 -0.148
-0.028 0.039 0.006
0.136 0.216 -0.171
-0.040 -0.186 0.377
-0.053 0.119 -0.344
-0.212 -0.190 0.275
-0.008 0.001 -0.038
-0.030 0.085 0.055
0.016 -0.035 0.040
0.012 0.023 -0.033
0.049 0.005 -0.029
0.072 0.017 0.030
-0.045 -0.021 0.031
-0.028 -0.002 -0.056
0.033 -0.016 0.019
0.005 0.011 0.019
-0.028 0.011 -0.066
-0.005 -0.009 0.143
0.060 0.005 -0.119
-0.019 -0.158 0.052
-0.054 0.003 0.032
-0.013 0.000 0.004
-0.008 -0.001 -0.001
-0.002 -0.001 0.004
0.017 -0.010 -0.007